Entry from the Open Molecules 2025 dataset: a molecular structure, C23H42Ge2MnO4PTe in a non-equilibrium geometry (ωB97M-V/def2-TZVPD).

highest occupied orbital energy (alpha / beta) = -7.14 / -7.50 eV
max |F| = 3.2 eV/A
ΔE to the lowest compared entry with this formula, charge and spin = 0.0 kJ/mol
Kohn-Sham gap (alpha / beta) = 6.253 / 7.941 eV
2S+1 = 5
charge = 0

XYZ file:
```
74
Properties=species:S:1:pos:R:3:forces:R:3:lowdin_spin:R:1
Mn -0.888 0.259 1.157 -1.0 -0.4 -0.7 4.228
C 3.352 1.534 -0.193 0.6 0.0 0.2 -0.004
C 2.755 1.091 1.156 0.2 0.7 -0.6 -0.022
Ge 1.398 -0.332 0.913 2.8 -1.5 -0.5 -0.069
C 2.538 -1.646 1.879 -1.0 -0.7 1.6 -0.014
C 3.861 -2.149 1.289 -0.9 0.3 -0.7 -0.005
C 1.805 -1.067 -0.890 -1.1 -0.8 -0.8 -0.004
C 0.881 -1.449 -1.824 0.0 0.5 1.5 0.001
Ge -0.934 -1.932 -1.133 -0.7 1.8 -0.4 0.010
C -1.648 -3.710 -1.646 0.6 0.4 0.8 0.001
C -2.964 -3.641 -2.394 0.1 -1.0 -0.5 0.000
C -2.052 -0.346 -1.779 0.0 -0.2 0.6 0.013
C -1.601 0.647 -2.853 -0.5 -1.1 -0.4 0.001
C 1.120 -1.559 -3.283 1.4 -1.0 0.4 0.000
C 0.104 -1.861 -4.172 1.4 0.1 -2.1 0.000
C 0.422 -2.076 -5.542 -0.7 -0.1 0.6 0.000
C 1.733 -2.065 -6.018 -1.2 0.3 1.1 0.000
C 2.740 -1.702 -5.131 -0.1 0.6 0.7 0.000
C 2.443 -1.440 -3.774 -0.2 -0.3 -0.9 0.000
H 4.015 2.409 -0.075 -0.2 -0.2 0.0 -0.001
H 2.572 1.814 -0.908 0.3 -0.2 0.0 0.000
H 3.970 0.735 -0.632 -0.3 0.2 0.0 0.000
H 2.247 1.969 1.588 0.6 -0.4 0.3 0.000
H 3.551 0.649 1.791 -0.5 0.6 -0.1 -0.002
H 1.887 -2.516 2.093 0.4 0.1 0.1 0.000
H 2.731 -1.158 2.860 -0.1 -0.4 -0.3 0.000
H 3.622 -2.654 0.327 0.5 0.3 0.5 0.000
H 4.272 -2.891 1.966 0.3 0.0 0.0 -0.001
H 4.572 -1.320 1.139 -0.1 -0.4 -0.1 0.000
H 2.866 -1.249 -1.094 -0.1 0.9 -0.3 -0.001
H -1.739 -4.188 -0.653 -0.1 -0.1 -0.5 0.000
H -0.857 -4.226 -2.200 -0.3 -0.1 0.0 0.000
H -2.834 -3.055 -3.295 -0.2 0.4 -0.2 0.000
H -3.814 -3.295 -1.811 0.2 0.3 0.1 0.000
H -3.238 -4.637 -2.762 0.0 0.0 0.1 0.000
H -2.345 0.256 -0.872 0.3 -0.5 -0.5 0.003
H -2.977 -0.814 -2.064 -0.7 -0.1 -0.2 0.001
H -0.632 1.026 -2.598 0.6 0.4 -0.2 0.000
H -2.320 1.454 -2.856 0.0 0.5 -0.1 0.000
H -1.582 0.211 -3.879 0.1 0.3 0.8 0.000
H -0.913 -1.809 -3.893 -0.9 -0.3 0.4 0.000
H -0.409 -2.235 -6.243 0.4 -0.1 0.3 0.000
H 1.888 -2.276 -7.053 0.4 0.0 -0.4 0.000
H 3.717 -1.509 -5.561 0.2 -0.2 0.4 0.000
H 3.218 -1.149 -3.062 -0.1 -0.1 -0.5 0.000
C -3.719 -1.212 1.533 -0.9 0.4 1.3 0.000
O -2.990 -1.782 0.507 0.6 -0.1 -0.2 -0.061
C -1.605 -1.750 0.787 1.4 0.0 -0.7 -0.175
C -1.268 -2.801 1.824 0.1 0.4 1.3 -0.011
H -4.710 -1.687 1.547 0.1 0.5 -0.1 0.000
H -3.750 -0.119 1.404 -0.5 -0.1 0.0 0.001
H -3.287 -1.365 2.544 0.0 -0.2 -0.5 0.000
H -1.974 -3.637 1.752 0.2 -0.1 -0.2 -0.003
H -1.367 -2.441 2.898 0.2 -0.3 -1.1 -0.002
H -0.239 -3.138 1.694 0.0 -0.1 0.1 -0.001
C 0.694 1.930 5.174 0.8 -1.5 0.5 0.000
C 0.138 3.193 4.714 -0.6 1.9 -1.6 0.000
O 0.245 3.195 3.229 0.4 0.6 0.3 0.001
P -0.898 2.938 2.174 0.2 -1.4 -1.2 0.014
O -1.586 1.572 2.426 -0.1 1.3 0.7 0.078
Te 0.126 2.631 -0.093 -1.4 0.7 1.2 0.017
O -2.019 4.025 2.363 0.1 1.7 0.1 0.003
C -1.765 5.528 2.386 -0.3 -1.2 0.9 0.001
C -1.399 6.105 1.052 1.0 -0.4 -0.3 0.000
H 0.467 1.820 6.221 0.1 -0.1 0.6 0.000
H 1.798 1.877 5.050 -0.8 0.0 -0.1 0.000
H 0.206 1.093 4.666 0.2 0.1 0.0 0.000
H 0.744 4.064 5.050 -0.5 -0.5 -0.3 0.000
H -0.926 3.384 4.936 0.5 -0.3 0.2 0.000
H -0.941 5.721 3.105 -0.5 -0.3 -0.3 0.000
H -2.708 5.924 2.813 0.6 -0.3 -0.4 0.000
H -0.387 5.708 0.752 -1.1 0.3 0.0 0.000
H -1.264 7.172 1.214 -0.1 0.2 -0.1 0.000
H -2.146 5.954 0.263 0.3 -0.1 0.3 0.000
```
Forces are in eV/Å.